# 1
The following is a quantum chemistry calculation of a molecular structure, C35H31Br6KO3P in a non-equilibrium geometry, from OMol25.

The geometry in XYZ format:
```
77
Properties=species:S:1:pos:R:3:forces:R:3
K -0.28000 -0.69925 0.81734 1.0487 0.3908 1.3118
C -2.86311 -2.23211 4.25218 -0.1217 0.0353 0.1195
C -1.38705 -2.25951 4.63695 0.1248 0.1850 0.0175
C -0.72279 -3.50253 4.05187 -0.0151 -0.1836 -0.1279
C -0.64758 -0.98503 4.23834 -0.1006 -0.0036 -0.0600
C 0.74223 -0.95957 4.11244 -0.0327 -0.1444 0.0804
C 1.42088 0.19150 3.74670 -0.0226 0.0476 -0.0161
C 0.73507 1.37368 3.49136 0.0100 0.0405 0.0166
C 1.46479 2.62319 3.09352 0.0501 0.1024 -0.0687
C -0.64793 1.35647 3.60972 -0.0266 -0.0968 -0.0361
C -1.32913 0.20069 3.97134 0.0720 -0.0179 -0.0794
H -3.30553 -3.21097 4.44335 -0.0383 -0.0020 -0.0006
H -3.00476 -1.98243 3.20040 0.0706 -0.0393 -0.1083
H -3.42395 -1.50412 4.84120 -0.0024 0.0061 0.0383
H -1.32474 -2.32249 5.73248 0.0263 -0.0661 -0.0349
H -0.67069 -3.43880 2.96239 -0.0271 0.0504 -0.0252
H -1.31056 -4.39007 4.29225 0.0006 0.0062 0.0420
H 0.28644 -3.67106 4.42600 0.0267 0.0208 0.0365
H 1.30711 -1.86565 4.29026 0.0463 0.0239 -0.0026
H 2.49927 0.16710 3.63917 0.0416 -0.0092 0.0039
H 1.89794 3.13088 3.95904 0.0017 -0.0324 0.0390
H 0.79080 3.32223 2.59898 -0.0269 -0.0005 -0.0011
H 2.26864 2.39468 2.39407 0.0249 -0.0134 -0.0107
H -1.20865 2.25259 3.37278 -0.0382 0.0278 0.0170
H -2.40827 0.21621 3.99048 -0.0475 0.0105 0.0100
Br -6.69896 -3.39932 -1.11306 -0.1830 -0.0600 -0.0612
C -4.83947 -3.07713 -1.02472 -0.0844 0.1838 0.2859
C -3.98456 -3.64081 -1.93271 0.3393 0.0063 -0.0327
Br -4.61159 -4.77177 -3.30436 -0.1318 -0.1370 -0.1751
C -2.60234 -3.36404 -1.83131 -0.0402 0.0588 0.1446
Br -1.35767 -4.13557 -3.04477 0.0615 -0.0719 -0.1054
C -2.03691 -2.52333 -0.86866 -0.8072 -0.0041 0.2751
O -0.79239 -2.21515 -0.85535 -0.0416 -0.6123 -0.4033
C -2.96898 -1.96239 0.16729 0.3049 -0.1921 -0.5774
O -2.52811 -1.22265 1.11347 -0.5743 -0.2515 -0.1086
C -4.32497 -2.25768 0.00405 -0.0898 -0.0902 -0.1407
Br -5.47438 -1.43424 1.27576 -0.0672 -0.0035 0.0294
Br 2.35395 -3.17477 0.76025 0.0223 0.1071 -0.4749
C 1.83513 -3.53409 -1.10086 0.1784 0.1184 0.1297
Br 2.89413 -2.58639 -2.43918 -0.1569 -0.1774 0.4077
H 0.79302 -3.20512 -1.18428 0.0086 -0.0459 -0.0813
H 2.01912 -4.58889 -1.25516 -0.1299 0.0404 -0.0340
O 0.88240 1.36173 0.23893 0.3946 0.7784 -0.7585
P 1.05309 1.66909 -1.22478 0.0371 -0.1437 1.0038
C 2.73658 1.27081 -1.73422 0.1579 0.0311 0.0691
C 3.52278 0.61878 -0.79019 0.0405 -0.0738 -0.0290
C 4.83711 0.28186 -1.08523 -0.0750 0.0078 0.0701
C 5.37073 0.59724 -2.32120 0.0403 0.0361 -0.0884
C 4.59464 1.25955 -3.26676 0.0876 -0.0766 0.0573
C 3.28734 1.59867 -2.97020 -0.1057 0.1069 -0.1409
C 0.82897 3.42681 -1.53269 -0.0221 0.1943 -0.2904
C 1.23159 4.34197 -0.56236 0.0296 -0.0760 0.0446
C 1.10826 5.70040 -0.79575 -0.0005 0.0162 0.0093
C 0.58396 6.15566 -1.99854 0.0019 0.1067 0.0040
C 0.17559 5.25343 -2.96669 -0.0063 -0.1070 0.0201
C 0.29566 3.89005 -2.73186 -0.0092 -0.0006 -0.0058
C -0.09126 0.78469 -2.26166 -0.0888 0.0513 -0.1107
C -1.44483 0.82754 -1.90612 -0.0555 -0.0990 -0.0075
C -2.36968 0.09267 -2.62454 0.0273 0.0021 0.0046
C -1.95058 -0.68075 -3.69955 -0.0809 -0.0465 -0.0732
C -0.61443 -0.72474 -4.05572 0.0435 0.0290 0.0938
C 0.32190 0.00405 -3.33381 -0.1376 -0.1362 -0.0709
H 3.09153 0.35952 0.16754 -0.0281 0.0195 0.0287
H 5.43072 -0.24398 -0.34984 0.0244 -0.0128 0.0091
H 6.39226 0.32674 -2.55533 0.0157 -0.0033 -0.0081
H 5.01090 1.50884 -4.23354 0.0098 0.0112 -0.0231
H 2.69960 2.12199 -3.71595 -0.0704 0.0132 0.0416
H 1.62823 3.98311 0.37915 0.0008 -0.0515 -0.0022
H 1.41756 6.40460 -0.03473 -0.0008 0.0297 0.0018
H 0.48529 7.21934 -2.17507 0.0017 0.0060 -0.0027
H -0.24689 5.60198 -3.89920 -0.0107 0.0314 -0.0193
H -0.04663 3.17881 -3.47363 0.0008 -0.0075 -0.0311
H -1.78414 1.37805 -1.03528 0.1153 0.0986 -0.0072
H -3.40592 0.07939 -2.31426 -0.0214 -0.0077 -0.0007
H -2.66465 -1.29682 -4.23164 -0.0236 0.0199 0.0174
H -0.29114 -1.36876 -4.86123 0.0128 -0.0194 -0.0257
H 1.37003 -0.09462 -3.57506 0.0415 0.0651 -0.0184
```
Positions in Å, forces in eV/Å.

## Properties
highest occupied orbital energy = -3.275 eV
maximum force = 1.72 eV Å⁻¹
frontier orbital gap = 0.1926 hartree
LUMO level = 2.0 eV
energy above the lowest of the compared OMol25 structures with the same formula, charge and spin = 52.7 kJ/mol
charge = -1

***

# 2
The following is a quantum chemistry calculation of C4H9N in the gas phase in a non-equilibrium geometry, from OMol25.

The geometry in XYZ format:
```
14
Properties=species:S:1:pos:R:3:forces:R:3
C -2.38991 -0.72862 0.17066 0.4792 1.4524 -0.1419
C -1.24486 -0.03744 -0.13372 -3.9657 -1.8129 -0.2096
N 0.02656 -0.43747 -0.30981 3.5271 0.0212 0.3525
C 0.95335 0.37512 0.51610 0.0026 2.0387 -1.8302
C 2.25781 0.71998 -0.23098 -0.9781 -1.1199 -1.4175
H -3.34146 -0.32449 0.50928 0.3180 1.3687 -0.7435
H -2.66691 -1.69421 -0.08078 0.9252 -2.6891 0.3884
H -1.48767 0.88609 -0.63001 0.4445 1.4029 1.1925
H 0.44857 -1.35975 -0.29664 -1.5056 -0.4504 -0.0968
H 1.08656 0.03516 1.54874 0.0604 -0.2740 -0.2425
H 0.47272 1.34564 0.54050 -0.3662 0.2147 0.7126
H 2.13444 1.21494 -1.24638 -0.2404 -0.1335 1.5781
H 2.73477 -0.19037 -0.49588 0.5875 -1.2191 -0.3360
H 2.97473 1.17507 0.38746 0.7116 1.2001 0.7939
```
Positions in Å, forces in eV/Å.

## Properties
highest occupied orbital energy = -8.017 eV
SMILES string = C=CNCC
maximum force = 4.37 eV Å⁻¹
frontier orbital gap = 0.3388 hartree
LUMO level = 1.2 eV
energy above the lowest of the compared OMol25 structures with the same formula, charge and spin = 229.3 kJ/mol
charge = 0

***

The lowest LUMO level belongs to which entry? C4H9N

***

What is the LUMO level in the second record? 1.2 eV

***

Look up the LUMO level of the first one. 2.0 eV